Entry 1:
{
  "formula": "C22H26AlF3I",
  "method": "ωB97M-V with the def2-TZVPD basis set",
  "species": ["C", "C", "C", "I", "Al", "C", "F", "F", "F", "H", "H", "H", "H", "H", "H", "H", "H", "C", "C", "C", "C", "C", "C", "H", "H", "H", "H", "H", "H", "C", "C", "C", "C", "C", "C", "H", "H", "H", "H", "H", "H", "C", "C", "C", "C", "C", "C", "H", "H", "H", "H", "H", "H"],
  "positions_angstrom": [[4.6665, -1.1372, 3.0607], [4.5803, -2.6782, 2.9569], [3.2904, -3.0836, 2.2186], [3.4999, -5.1197, 1.5050], [1.6526, -2.9144, 3.4432], [0.3806, -1.5502, 2.5240], [0.7608, -1.2065, 1.2270], [-0.9440, -1.8992, 2.3806], [0.3250, -0.3285, 3.1622], [3.8119, -0.6579, 2.5742], [5.5814, -0.7613, 2.5952], [4.6650, -0.8113, 4.1040], [4.5750, -3.1059, 3.9645], [5.4677, -3.0679, 2.4416], [3.2009, -2.4764, 1.3107], [0.9483, -4.3376, 3.6737], [2.1560, -2.2526, 4.8262], [-0.5987, 0.6863, -1.5502], [-0.9664, 1.4011, -2.6819], [-2.2844, 1.8068, -2.8486], [-3.2305, 1.5004, -1.8795], [-2.8589, 0.7842, -0.7485], [-1.5433, 0.3717, -0.5843], [0.4272, 0.3741, -1.4074], [-0.2251, 1.6459, -3.4331], [-2.5734, 2.3634, -3.7320], [-4.2577, 1.8204, -2.0044], [-3.5963, 0.5457, 0.0080], [-1.2468, -0.1818, 0.2956], [5.5453, -2.2288, -2.4621], [5.1927, -1.6409, -3.6691], [3.8775, -1.2601, -3.8936], [2.9196, -1.4658, -2.9098], [3.2732, -2.0473, -1.6991], [4.5889, -2.4317, -1.4760], [6.5699, -2.5337, -2.2884], [5.9417, -1.4832, -4.4355], [3.5972, -0.8074, -4.8368], [1.8924, -1.1778, -3.0908], [2.5234, -2.2112, -0.9347], [4.8660, -2.9059, -0.5429], [-5.0540, 3.4620, 0.5638], [-5.4249, 4.1835, -0.5626], [-6.7412, 4.5939, -0.7234], [-7.6880, 4.2840, 0.2437], [-7.3174, 3.5632, 1.3704], [-6.0008, 3.1521, 1.5302], [-4.0285, 3.1386, 0.6851], [-4.6848, 4.4229, -1.3157], [-7.0301, 5.1538, -1.6040], [-8.7151, 4.6030, 0.1182], [-8.0554, 3.3199, 2.1243], [-5.7115, 2.5866, 2.4066]],
  "atomic_forces_ev_per_a": [[0.0, -0.1, 0.2], [-0.1, 0.1, -0.2], [0.0, 0.4, 0.4], [0.0, 0.0, -0.1], [0.2, -0.3, 0.0], [-0.1, 0.3, -0.1], [0.0, -0.1, 0.1], [0.1, 0.0, 0.0], [0.0, -0.1, -0.1], [0.1, 0.0, 0.0], [-0.1, 0.0, 0.0], [0.0, 0.0, -0.1], [0.1, -0.1, -0.1], [-0.1, 0.1, 0.1], [0.1, -0.3, 0.0], [-0.1, 0.1, -0.1], [0.0, 0.1, 0.0], [0.1, 0.0, 0.0], [0.0, 0.0, 0.0], [0.0, 0.0, 0.0], [0.0, 0.0, 0.0], [0.0, 0.0, 0.0], [-0.1, 0.0, 0.1], [0.0, 0.0, 0.0], [0.0, 0.0, 0.0], [0.0, 0.0, 0.0], [0.0, 0.0, 0.0], [0.0, 0.0, 0.0], [0.0, 0.0, 0.0], [0.0, 0.0, 0.0], [0.0, 0.0, 0.0], [0.0, 0.0, 0.0], [0.0, 0.0, 0.0], [0.0, 0.0, 0.0], [0.0, 0.0, 0.0], [0.0, 0.0, 0.0], [0.0, 0.0, 0.0], [0.0, 0.0, 0.0], [0.0, 0.0, 0.0], [0.0, 0.0, 0.0], [0.0, 0.0, 0.0], [0.0, 0.0, 0.0], [0.0, 0.0, 0.0], [0.0, 0.0, 0.0], [0.0, 0.0, 0.0], [0.0, 0.0, 0.0], [0.0, 0.0, 0.0], [0.0, 0.0, 0.0], [0.0, 0.0, 0.0], [0.0, 0.0, 0.0], [0.0, 0.0, 0.0], [0.0, 0.0, 0.0], [0.0, 0.0, 0.0]],
  "e_tot_ev": -46087.9921,
  "charge": -1,
  "homo_lumo_gap_ev": 7.727,
  "largest_force_ev_per_a": 0.52
}



Entry 2:
{
  "formula": "C15H11F3N2O3",
  "method": "ωB97M-V with the def2-TZVPD basis set",
  "species": ["C", "C", "C", "C", "C", "C", "N", "C", "O", "C", "C", "C", "C", "C", "F", "F", "F", "C", "C", "C", "O", "O", "N", "H", "H", "H", "H", "H", "H", "H", "H", "H", "H", "H"],
  "positions_angstrom": [[1.3508, 4.7647, 2.2054], [1.5056, 3.3228, 1.8415], [2.4721, 2.8852, 0.9433], [2.5725, 1.5298, 0.6763], [1.6989, 0.6485, 1.2871], [0.7364, 1.1861, 2.1382], [-0.2118, 0.3974, 2.7970], [-0.9751, -0.6181, 2.3036], [-1.7853, -1.1933, 2.9937], [-0.7494, -1.0140, 0.8731], [-0.5320, -2.3610, 0.6036], [-0.3371, -2.8008, -0.6916], [-0.3574, -1.8818, -1.7351], [-0.1194, -2.3818, -3.1341], [-0.9388, -3.3983, -3.4526], [-0.2897, -1.4439, -4.0713], [1.1329, -2.8531, -3.2881], [-0.5893, -0.5390, -1.4873], [-0.8057, -0.1029, -0.1850], [-1.0933, 1.3486, 0.0085], [-0.5929, 2.2250, -0.6462], [-2.0012, 1.5702, 0.9594], [0.6621, 2.4781, 2.4219], [0.3501, 5.1042, 1.9456], [1.4709, 4.8896, 3.2792], [2.0818, 5.3771, 1.6858], [3.1364, 3.5906, 0.4706], [3.3292, 1.1594, 0.0005], [1.7640, -0.4148, 1.1202], [-0.5441, 0.7865, 3.6723], [-0.5192, -3.0597, 1.4269], [-0.1716, -3.8472, -0.8983], [-0.6144, 0.1796, -2.2931], [-2.1556, 2.5219, 1.0725]],
  "atomic_forces_ev_per_a": [[0.0, 0.0, -0.1], [0.3, 0.0, -0.2], [0.0, -0.1, 0.0], [-0.1, 0.0, 0.1], [0.1, 0.1, 0.1], [0.5, 0.1, -0.1], [0.1, 0.0, 0.5], [0.1, -0.1, 0.0], [-0.1, -0.1, 0.0], [-0.3, 0.0, -0.4], [0.0, 0.1, 0.1], [0.0, 0.2, -0.1], [0.0, 0.0, 0.0], [0.1, -0.1, -0.3], [-0.2, -0.1, 0.1], [-0.1, 0.3, 0.1], [0.1, 0.0, 0.2], [0.0, 0.0, 0.1], [0.0, -0.3, 0.1], [0.1, 0.4, -0.4], [0.0, 0.0, -0.1], [-0.5, -0.1, 0.3], [-0.3, -0.1, 0.2], [0.0, 0.1, 0.0], [0.0, 0.0, 0.1], [0.0, 0.1, 0.0], [0.1, 0.1, 0.0], [0.1, 0.0, 0.0], [0.0, 0.0, 0.0], [0.0, -0.1, -0.1], [0.0, 0.0, 0.1], [0.0, -0.1, 0.0], [0.0, 0.0, 0.0], [0.3, -0.1, -0.2]],
  "e_tot_ev": -33010.6629,
  "charge": 0,
  "de_lowest_kcal_mol": 0.0,
  "smiles": "Cc1cccc(NC(=O)c2ccc(C(F)(F)F)cc2C(=O)O)n1",
  "homo_lumo_gap_ev": 8.923,
  "largest_force_ev_per_a": 0.60
}



Entry 3:
{
  "formula": "C5H9NS2",
  "method": "ωB97M-V with the def2-TZVPD basis set",
  "species": ["C", "C", "C", "C", "C", "N", "S", "S", "H", "H", "H", "H", "H", "H", "H", "H", "H"],
  "positions_angstrom": [[-0.2761, -0.5322, -2.1744], [-0.8713, -1.1964, 0.6533], [0.1359, -0.0965, 0.7891], [-0.3267, 1.3267, 0.3876], [1.1979, -0.1150, 1.8977], [0.2701, -1.0915, -0.2325], [-1.8439, -0.6484, -2.5628], [1.0839, 0.1857, -2.9468], [-0.8457, -2.0185, 1.1970], [-1.7419, -1.0198, 0.1060], [0.4941, 1.8052, 0.0166], [-0.9562, 1.8641, 1.2578], [-1.0188, 1.4103, -0.3822], [1.6146, -1.1600, 1.9030], [0.7034, 0.3075, 2.7490], [1.9877, 0.3678, 1.5016], [0.3930, 0.6109, -4.1599]],
  "atomic_forces_ev_per_a": [[-1.0, 0.1, 2.5], [1.5, 3.2, -2.5], [-1.6, 1.2, -0.1], [-2.3, -1.0, 3.9], [-2.5, -3.2, -1.4], [1.0, 0.0, -3.3], [1.6, -0.1, 0.4], [-1.3, 0.1, -1.2], [0.0, -3.7, 2.7], [-1.9, 0.6, -0.4], [2.4, 2.0, -0.3], [2.1, -0.9, -1.5], [-1.4, -0.8, -1.6], [-0.9, 0.7, 1.0], [0.5, 0.0, 0.9], [2.7, 2.5, -0.7], [1.0, -0.7, 1.9]],
  "e_tot_ev": -28486.6540,
  "charge": 0,
  "de_lowest_kcal_mol": 114.9,
  "homo_lumo_gap_ev": 7.986,
  "largest_force_ev_per_a": 4.59
}



Entry 4:
{
  "formula": "C11H15N",
  "method": "ωB97M-V with the def2-TZVPD basis set",
  "species": ["C", "C", "C", "C", "C", "C", "C", "C", "C", "N", "H", "H", "H", "H", "H", "H", "H", "H", "H", "C", "C", "H", "H", "H", "H", "H", "H"],
  "positions_angstrom": [[3.6756, 0.3906, 2.2586], [1.0427, 0.8373, 2.3663], [2.2550, 0.7520, 1.7266], [0.3916, 0.7685, 0.2042], [1.8526, 0.8380, 0.2273], [-0.4548, 0.5754, -0.9301], [2.4838, 0.8761, -1.0316], [0.2685, 0.6359, -2.0832], [1.6414, 0.7341, -2.2068], [-0.0495, 0.8102, 1.4712], [1.0067, 0.7901, 3.4468], [-0.8876, 1.1224, 1.8159], [4.5526, 0.9358, 1.7460], [3.6735, -0.6557, 2.2561], [-1.5024, 0.4227, -0.9172], [3.5631, 0.8751, -0.9795], [-0.2181, 0.3364, -2.9601], [2.1361, 0.8085, -3.0870], [3.6952, 0.5121, 3.3827], [-3.4778, -0.7878, -0.8804], [-3.8366, -2.2849, -0.8555], [-3.5189, -0.3268, -1.9478], [-4.1012, -0.3561, 0.0015], [-2.3279, -0.6680, -0.5866], [-3.8926, -2.8006, -1.8345], [-3.0498, -2.7679, -0.2951], [-4.9213, -2.3734, -0.3079]],
  "atomic_forces_ev_per_a": [[-1.2, 2.6, 0.9], [1.5, -0.6, 0.0], [-0.1, 0.3, -2.1], [-0.2, 0.0, 0.3], [-0.7, -0.7, -0.6], [2.9, 1.4, 1.1], [-1.3, -0.7, 2.4], [0.4, -1.1, -1.3], [0.1, 0.8, 4.2], [4.2, -0.1, 1.0], [-0.9, 0.1, -0.1], [-2.9, 0.4, 0.5], [-1.6, -1.1, 0.8], [0.7, -1.8, -0.9], [-0.3, 0.4, 0.1], [0.1, 0.2, -0.8], [-0.9, 0.2, -1.4], [1.0, -0.1, -2.9], [0.1, 0.7, -1.2], [1.5, 0.5, 0.4], [-2.4, 0.0, 0.6], [-0.6, -0.3, 2.1], [1.2, 0.2, -2.1], [-3.1, -0.9, -0.3], [-0.1, 0.5, 0.5], [-0.3, -0.6, 0.4], [2.8, -0.3, -1.4]],
  "multiplicity": 2,
  "e_tot_ev": -13130.2924,
  "charge": 1,
  "de_lowest_kcal_mol": 67.2,
  "s2": 0.786,
  "homo_lumo_gap_ev": [9.537, 5.805],
  "largest_force_ev_per_a": 4.32
}



Copy entry 4 word for word.
{
  "formula": "C11H15N",
  "method": "ωB97M-V with the def2-TZVPD basis set",
  "species": ["C", "C", "C", "C", "C", "C", "C", "C", "C", "N", "H", "H", "H", "H", "H", "H", "H", "H", "H", "C", "C", "H", "H", "H", "H", "H", "H"],
  "positions_angstrom": [[3.6756, 0.3906, 2.2586], [1.0427, 0.8373, 2.3663], [2.2550, 0.7520, 1.7266], [0.3916, 0.7685, 0.2042], [1.8526, 0.8380, 0.2273], [-0.4548, 0.5754, -0.9301], [2.4838, 0.8761, -1.0316], [0.2685, 0.6359, -2.0832], [1.6414, 0.7341, -2.2068], [-0.0495, 0.8102, 1.4712], [1.0067, 0.7901, 3.4468], [-0.8876, 1.1224, 1.8159], [4.5526, 0.9358, 1.7460], [3.6735, -0.6557, 2.2561], [-1.5024, 0.4227, -0.9172], [3.5631, 0.8751, -0.9795], [-0.2181, 0.3364, -2.9601], [2.1361, 0.8085, -3.0870], [3.6952, 0.5121, 3.3827], [-3.4778, -0.7878, -0.8804], [-3.8366, -2.2849, -0.8555], [-3.5189, -0.3268, -1.9478], [-4.1012, -0.3561, 0.0015], [-2.3279, -0.6680, -0.5866], [-3.8926, -2.8006, -1.8345], [-3.0498, -2.7679, -0.2951], [-4.9213, -2.3734, -0.3079]],
  "atomic_forces_ev_per_a": [[-1.2, 2.6, 0.9], [1.5, -0.6, 0.0], [-0.1, 0.3, -2.1], [-0.2, 0.0, 0.3], [-0.7, -0.7, -0.6], [2.9, 1.4, 1.1], [-1.3, -0.7, 2.4], [0.4, -1.1, -1.3], [0.1, 0.8, 4.2], [4.2, -0.1, 1.0], [-0.9, 0.1, -0.1], [-2.9, 0.4, 0.5], [-1.6, -1.1, 0.8], [0.7, -1.8, -0.9], [-0.3, 0.4, 0.1], [0.1, 0.2, -0.8], [-0.9, 0.2, -1.4], [1.0, -0.1, -2.9], [0.1, 0.7, -1.2], [1.5, 0.5, 0.4], [-2.4, 0.0, 0.6], [-0.6, -0.3, 2.1], [1.2, 0.2, -2.1], [-3.1, -0.9, -0.3], [-0.1, 0.5, 0.5], [-0.3, -0.6, 0.4], [2.8, -0.3, -1.4]],
  "multiplicity": 2,
  "e_tot_ev": -13130.2924,
  "charge": 1,
  "de_lowest_kcal_mol": 67.2,
  "s2": 0.786,
  "homo_lumo_gap_ev": [9.537, 5.805],
  "largest_force_ev_per_a": 4.32
}



What did the third record say?
{
  "formula": "C5H9NS2",
  "method": "ωB97M-V with the def2-TZVPD basis set",
  "species": ["C", "C", "C", "C", "C", "N", "S", "S", "H", "H", "H", "H", "H", "H", "H", "H", "H"],
  "positions_angstrom": [[-0.2761, -0.5322, -2.1744], [-0.8713, -1.1964, 0.6533], [0.1359, -0.0965, 0.7891], [-0.3267, 1.3267, 0.3876], [1.1979, -0.1150, 1.8977], [0.2701, -1.0915, -0.2325], [-1.8439, -0.6484, -2.5628], [1.0839, 0.1857, -2.9468], [-0.8457, -2.0185, 1.1970], [-1.7419, -1.0198, 0.1060], [0.4941, 1.8052, 0.0166], [-0.9562, 1.8641, 1.2578], [-1.0188, 1.4103, -0.3822], [1.6146, -1.1600, 1.9030], [0.7034, 0.3075, 2.7490], [1.9877, 0.3678, 1.5016], [0.3930, 0.6109, -4.1599]],
  "atomic_forces_ev_per_a": [[-1.0, 0.1, 2.5], [1.5, 3.2, -2.5], [-1.6, 1.2, -0.1], [-2.3, -1.0, 3.9], [-2.5, -3.2, -1.4], [1.0, 0.0, -3.3], [1.6, -0.1, 0.4], [-1.3, 0.1, -1.2], [0.0, -3.7, 2.7], [-1.9, 0.6, -0.4], [2.4, 2.0, -0.3], [2.1, -0.9, -1.5], [-1.4, -0.8, -1.6], [-0.9, 0.7, 1.0], [0.5, 0.0, 0.9], [2.7, 2.5, -0.7], [1.0, -0.7, 1.9]],
  "e_tot_ev": -28486.6540,
  "charge": 0,
  "de_lowest_kcal_mol": 114.9,
  "homo_lumo_gap_ev": 7.986,
  "largest_force_ev_per_a": 4.59
}